## 1
{"formula": "C14H20FN4O7SbSe4W", "method": "wB97M-V/def2-TZVPD", "lumo_ha": -0.30832, "spin_multiplicity": 1, "homo_lumo_gap_ev": 6.06, "molar_mass_g_mol": 996.8, "charge": 2, "symbols": ["W", "C", "N", "C", "C", "O", "C", "O", "C", "C", "O", "N", "C", "C", "H", "H", "H", "H", "H", "H", "H", "H", "H", "H", "H", "H", "H", "H", "H", "H", "Se", "Sb", "Se", "Se", "Se", "F", "C", "C", "N", "C", "C", "O", "O", "C", "O", "N", "C", "O", "H", "H", "H", "H"], "xyz": [[0.403, -0.679, -0.757], [1.908, 1.330, 2.975], [0.693, 0.539, 3.060], [0.303, 0.073, 4.376], [-0.009, 0.259, 1.996], [0.324, 0.594, 0.815], [-1.299, -0.554, 2.115], [-1.835, -0.708, 0.801], [-2.918, 0.160, 0.401], [-2.414, 0.995, -0.779], [-1.169, 0.798, -1.064], [-3.167, 1.748, -1.521], [-2.644, 2.419, -2.696], [-4.563, 2.009, -1.271], [1.857, 2.146, 3.698], [2.019, 1.750, 1.974], [2.773, 0.702, 3.208], [1.104, 0.299, 5.076], [0.140, -1.006, 4.384], [-0.609, 0.569, 4.715], [-2.020, -0.079, 2.786], [-1.098, -1.566, 2.498], [-3.238, 0.790, 1.236], [-3.744, -0.492, 0.089], [-1.570, 2.260, -2.793], [-2.838, 3.488, -2.619], [-3.152, 2.038, -3.593], [-4.949, 1.432, -0.437], [-5.130, 1.772, -2.173], [-4.701, 3.071, -1.057], [-3.073, 0.115, -5.546], [-1.207, -1.235, -5.038], [-0.887, -2.547, -1.298], [-0.332, -0.971, -2.846], [-0.083, -2.747, -6.440], [1.335, 1.168, -2.007], [2.185, 0.424, -1.015], [2.381, -0.992, -1.563], [3.099, -1.691, -0.471], [2.649, -3.025, -0.119], [1.239, -2.927, 0.440], [0.480, -3.849, 0.614], [0.858, -1.678, 0.661], [3.871, -1.029, 0.469], [4.210, -1.564, 1.496], [4.163, 0.295, 0.186], [3.302, 1.180, -0.481], [3.425, 2.375, -0.418], [3.013, -1.031, -2.498], [3.296, -3.415, 0.677], [2.700, -3.723, -0.965], [4.919, 0.710, 0.719]], "mulliken_charge": [2.04, -1.09, 0.19, -0.98, 0.90, -0.98, -1.23, -0.10, -0.99, 0.76, -0.52, 0.07, -0.69, -1.00, 0.46, 0.29, 0.39, 0.40, 0.39, 0.34, 0.67, 0.43, 0.53, 0.46, 0.25, 0.36, 0.02, 0.40, 0.34, 0.36, -0.22, 0.91, -0.25, -0.12, -0.22, -0.36, 0.46, -0.22, -0.04, -0.66, 0.35, -0.62, -0.25, 0.43, -0.58, 0.04, -0.11, -0.53, 0.42, 0.46, 0.33, 0.32]}


## 2
{"formula": "C14H20FN4O7SbSe4W", "method": "wB97M-V/def2-TZVPD", "lumo_ha": -0.31679, "spin_multiplicity": 1, "homo_lumo_gap_ev": 5.98, "molar_mass_g_mol": 996.8, "charge": 2, "symbols": ["W", "C", "N", "C", "C", "O", "C", "O", "C", "C", "O", "N", "C", "C", "H", "H", "H", "H", "H", "H", "H", "H", "H", "H", "H", "H", "H", "H", "H", "H", "Se", "Sb", "Se", "Se", "Se", "F", "C", "C", "N", "C", "C", "O", "O", "C", "O", "N", "C", "O", "H", "H", "H", "H"], "xyz": [[1.378, 0.297, 0.324], [-3.378, 0.030, 3.533], [-2.199, 0.650, 2.909], [-1.927, 2.035, 3.320], [-1.373, 0.001, 2.104], [-0.336, 0.549, 1.691], [-1.682, -1.456, 1.734], [-0.819, -1.915, 0.726], [-1.367, -2.042, -0.562], [-1.119, -0.745, -1.323], [-0.323, 0.063, -0.776], [-1.709, -0.472, -2.452], [-2.466, -1.491, -3.204], [-1.468, 0.790, -3.168], [-4.181, 0.761, 3.564], [-3.145, -0.274, 4.553], [-3.720, -0.837, 2.980], [-2.824, 2.630, 3.156], [-1.111, 2.444, 2.740], [-1.670, 2.060, 4.378], [-2.723, -1.561, 1.425], [-1.520, -2.090, 2.604], [-2.435, -2.263, -0.527], [-0.856, -2.867, -1.058], [-2.981, -2.180, -2.543], [-1.777, -2.046, -3.840], [-3.200, -0.989, -3.827], [-0.856, 1.453, -2.570], [-2.425, 1.265, -3.368], [-0.968, 0.572, -4.111], [0.281, -4.182, 4.001], [2.309, -3.156, 3.492], [2.548, 0.978, 2.294], [1.962, -1.241, 1.916], [4.495, -3.579, 4.111], [1.690, -1.903, -0.945], [2.031, -0.669, -1.450], [3.180, -0.076, -0.763], [3.139, 1.331, -1.269], [3.412, 2.468, -0.376], [2.164, 2.760, 0.483], [2.128, 3.463, 1.438], [1.066, 2.074, 0.000], [2.739, 1.688, -2.575], [2.673, 2.826, -2.934], [2.367, 0.622, -3.390], [1.772, -0.514, -2.902], [1.041, -1.221, -3.542], [4.122, -0.567, -0.940], [3.578, 3.384, -0.939], [4.283, 2.294, 0.239], [2.201, 0.850, -4.363]], "mulliken_charge": [2.03, -0.94, 0.08, -0.99, 1.01, -0.53, -1.19, -0.07, -1.61, 1.14, -0.51, 0.17, -0.92, -1.04, 0.33, 0.33, 0.38, 0.34, 0.28, 0.34, 0.43, 0.31, 0.59, 0.37, 0.35, 0.32, 0.34, 0.31, 0.44, 0.36, -0.24, 0.94, -0.21, -0.24, -0.22, -0.40, 0.71, -0.31, 0.06, -0.52, 0.21, -0.53, -0.65, 0.34, -0.54, 0.06, 0.05, -0.53, 0.50, 0.45, 0.30, 0.34]}


Which of them is least stable? Easy: 1.


## 1
{"formula": "C4H13NO2", "method": "wB97M-V/def2-TZVPD", "lumo_ha": [0.13167, 0.12608], "spin_multiplicity": 2, "homo_lumo_gap_ev": [2.60, 8.39], "molar_mass_g_mol": 107.2, "charge": -1, "symbols": ["C", "C", "C", "C", "N", "H", "H", "H", "H", "H", "H", "H", "H", "H", "H", "H", "O", "H", "H", "O"], "xyz": [[2.497, -0.228, -0.788], [2.007, -0.777, 0.566], [0.488, -0.404, 0.694], [0.226, 0.771, 1.224], [-1.097, 1.178, 1.584], [1.844, -0.458, -1.745], [3.496, -0.483, -0.824], [2.537, 0.840, -0.652], [2.214, -2.016, 0.634], [2.535, -0.339, 1.458], [-0.225, -1.135, 0.396], [0.929, 1.650, 1.258], [-1.085, 2.054, 1.965], [-1.807, 0.563, 1.984], [-1.357, 0.092, -2.470], [-0.431, -0.597, -1.629], [-0.880, -0.700, -2.478], [-4.683, -0.431, -0.454], [-3.165, 0.061, -0.523], [-4.045, 0.361, -0.200]], "mulliken_charge": [-1.28, -0.37, -1.24, -0.58, -0.71, 0.32, 0.44, 0.29, 0.28, 0.33, 1.13, 0.20, 0.33, 0.41, 0.62, 0.02, -0.79, 0.76, 0.22, -1.38]}


## 2
{"formula": "C4H13NO2", "method": "wB97M-V/def2-TZVPD", "lumo_ha": [0.12699, 0.07305], "spin_multiplicity": 2, "homo_lumo_gap_ev": [6.78, 5.31], "molar_mass_g_mol": 107.2, "charge": -1, "symbols": ["C", "N", "C", "C", "C", "H", "H", "H", "H", "H", "H", "H", "H", "H", "H", "H", "O", "H", "H", "O"], "xyz": [[1.117, 0.602, 0.099], [0.468, -0.332, 1.060], [-2.252, 2.259, 0.199], [-2.662, -0.036, 1.153], [-2.688, 1.348, 1.133], [1.198, 1.558, 0.627], [0.514, 0.722, -0.796], [2.065, 0.169, -0.182], [-0.498, -0.048, 1.181], [-2.044, 1.950, -0.818], [-2.461, 3.306, 0.369], [-3.117, -0.538, 1.989], [-2.571, -0.535, 0.196], [-2.995, 1.805, 2.077], [2.685, -0.344, -2.846], [2.405, -1.792, -1.391], [1.955, -0.691, -2.323], [3.464, -2.490, -0.407], [0.467, -1.252, 0.634], [2.529, -2.491, -0.627]], "mulliken_charge": [-0.68, -0.68, -0.83, -1.05, 0.43, 0.32, 0.18, 0.32, 0.26, 0.30, 0.27, 0.29, 0.35, 0.19, 0.16, 0.39, -1.07, 0.25, 0.31, -0.72]}


Which of them is least stable? Easy: 1.


## 1
{"formula": "CHF2NO3", "method": "wB97M-V/def2-TZVPD", "lumo_ha": -0.00223, "spin_multiplicity": 1, "homo_lumo_gap_ev": 10.75, "smiles": "O=C(F)F.O=NO", "molar_mass_g_mol": 113.0, "charge": 0, "symbols": ["C", "N", "O", "O", "O", "F", "F", "H"], "xyz": [[-1.148, 0.787, 0.062], [0.702, -1.047, -0.232], [0.823, -2.192, 0.069], [1.807, -0.303, 0.017], [-0.463, 1.689, 0.361], [-1.581, 0.548, -1.160], [-1.577, -0.135, 0.788], [1.437, 0.653, 0.096]], "mulliken_charge": [0.86, 0.27, -0.37, -0.34, -0.48, -0.19, -0.16, 0.41]}


## 2
{"formula": "CHF2NO3", "method": "wB97M-V/def2-TZVPD", "lumo_ha": 0.00169, "spin_multiplicity": 1, "homo_lumo_gap_ev": 10.77, "smiles": "O=C(F)F.O=NO", "molar_mass_g_mol": 113.0, "charge": 0, "symbols": ["C", "N", "O", "O", "O", "F", "F", "H"], "xyz": [[-1.210, 0.927, -0.027], [1.385, 1.345, -0.109], [1.910, 0.083, 0.036], [2.183, 2.219, -0.139], [-0.884, -0.193, -0.079], [-1.585, 1.559, 1.062], [-1.340, 1.755, -1.031], [1.154, -0.535, 0.034]], "mulliken_charge": [0.89, 0.31, -0.34, -0.42, -0.51, -0.18, -0.17, 0.42]}


Which of them is least stable? Easy: 1.


## 1
{"formula": "C2H2FNO2", "method": "wB97M-V/def2-TZVPD", "lumo_ha": [-0.05330, -0.05329], "spin_multiplicity": 1, "homo_lumo_gap_ev": [8.81, 8.81], "molar_mass_g_mol": 91.0, "charge": 0, "symbols": ["C", "C", "N", "O", "O", "F", "H", "H"], "xyz": [[-1.187, -0.769, -0.023], [-0.404, 0.345, -0.374], [-1.680, -1.754, 0.308], [-0.018, 1.303, 0.484], [1.450, -0.576, -0.616], [2.143, -0.021, 0.427], [-0.190, 0.549, -1.519], [-0.114, 0.922, 1.313]], "mulliken_charge": [0.28, 0.17, -0.28, -0.37, -0.31, -0.12, 0.30, 0.32]}


## 2
{"formula": "C2H2FNO2", "method": "wB97M-V/def2-TZVPD", "lumo_ha": 0.01960, "spin_multiplicity": 1, "homo_lumo_gap_ev": 10.42, "molar_mass_g_mol": 91.0, "charge": 0, "symbols": ["C", "C", "N", "O", "O", "F", "H", "H"], "xyz": [[-0.957, 1.050, -0.049], [-1.415, 1.269, 1.854], [-0.140, 0.044, -0.353], [-1.551, 1.845, -0.662], [-2.277, 1.996, 2.207], [-0.481, 0.739, 2.657], [0.466, -0.444, 0.281], [-0.123, -0.187, -1.409]], "mulliken_charge": [0.44, 0.43, -0.37, -0.42, -0.38, -0.21, 0.24, 0.27]}


Which of them is least stable? Easy: 1.